No. 1
Entry from OMol25: a structure of composition C29H13ClF5IrN4O7 (ωB97M-V/def2-TZVPD).

HOMO-LUMO gap (spin up / spin down) (eV): 6.2 / 6.2
LUMO (spin up / spin down) (eV): -1.4 / -1.4

Geometry (Å):
Ir  -0.696  -0.211  1.177
Cl  -1.923  -6.470  -2.493
C  -1.861  -4.832  -1.936
C  -2.433  -3.823  -2.693
C  -2.372  -2.523  -2.232
C  -1.738  -2.221  -1.039
O  -1.719  -0.894  -0.609
C  -1.165  -3.228  -0.246
C  -0.488  -3.116  1.035
N  -0.302  -2.036  1.718
C  0.355  -2.111  2.988
C  0.706  -3.250  3.663
C  1.337  -3.160  4.920
C  1.589  -1.949  5.497
C  1.206  -0.757  4.842
C  1.374  0.533  5.396
C  0.910  1.612  4.709
C  0.293  1.442  3.455
N  0.164  0.257  2.890
C  0.596  -0.851  3.584
C  -1.246  -4.539  -0.741
H  -2.923  -4.051  -3.628
H  -2.824  -1.732  -2.815
H  -0.121  -4.057  1.424
H  0.498  -4.231  3.261
H  1.610  -4.073  5.431
H  2.063  -1.886  6.468
H  1.851  0.641  6.362
H  0.999  2.614  5.104
H  -0.101  2.290  2.909
H  -0.811  -5.343  -0.162
O  -0.212  3.737  1.130
C  -0.215  2.725  0.448
O  -1.056  1.750  0.559
C  0.806  2.628  -0.672
C  1.466  1.443  -0.963
C  2.404  1.429  -1.980
C  2.692  2.537  -2.751
C  2.011  3.698  -2.435
C  1.098  3.775  -1.400
N  2.285  4.908  -3.238
O  1.693  5.924  -2.940
O  3.060  4.800  -4.166
N  3.116  0.167  -2.266
O  2.852  -0.793  -1.574
O  3.829  0.136  -3.247
H  1.248  0.541  -0.402
H  3.408  2.500  -3.556
H  0.618  4.713  -1.161
F  -3.874  0.730  -0.337
C  -3.037  0.949  -1.337
C  -1.964  0.101  -1.539
C  -1.085  0.341  -2.581
F  -0.072  -0.493  -2.796
C  -1.256  1.439  -3.402
F  -0.398  1.673  -4.391
C  -2.319  2.301  -3.181
F  -2.484  3.359  -3.963
C  -3.212  2.054  -2.152
F  -4.228  2.882  -1.944

***

No. 2
Entry from OMol25: a structure of composition C29H16Cl64N3 at a distorted geometry (ωB97M-V/def2-TZVPD).

Net charge: +1
HOMO-LUMO gap (eV): 6.5
LUMO (eV): -4.3

Geometry (Å):
C  -4.172  -6.457  4.197
C  -3.163  -5.690  3.190
C  -2.961  -6.037  1.686
C  -1.927  -5.191  0.872
C  -1.064  -4.037  1.509
C  -1.246  -3.714  3.011
C  -0.444  -2.619  3.848
C  -0.815  -1.106  3.508
C  0.359  -0.057  3.607
C  0.090  1.472  3.337
N  1.162  2.498  3.460
N  -1.253  1.924  2.987
C  -2.381  0.990  2.874
C  -2.222  -0.554  3.127
N  -3.376  -1.444  3.042
C  -2.315  -4.552  3.810
H  -3.735  -6.282  5.254
H  -4.149  -7.600  4.048
H  -5.226  -6.018  4.173
H  -3.570  -6.902  1.236
H  -1.827  -5.475  -0.242
H  -0.298  -3.450  0.892
H  0.679  -2.774  3.611
H  -0.648  -2.788  4.963
H  1.407  -0.426  3.913
H  1.646  2.239  4.347
H  0.629  3.356  3.726
H  -1.378  2.946  2.835
H  -3.389  1.468  2.628
H  -3.572  -1.910  3.938
H  -4.197  -0.952  2.662
H  -2.473  -4.299  4.927
C  3.476  5.209  1.373
Cl  2.976  3.942  0.233
Cl  3.561  6.769  0.527
Cl  2.286  5.313  2.689
Cl  5.072  4.807  2.048
C  -3.512  3.295  -0.129
Cl  -3.006  4.777  0.712
Cl  -5.283  3.251  -0.240
Cl  -2.813  3.271  -1.762
Cl  -2.938  1.875  0.788
C  -7.106  -8.246  1.483
Cl  -8.489  -7.666  2.435
Cl  -5.729  -7.142  1.703
Cl  -6.652  -9.874  2.030
Cl  -7.549  -8.299  -0.236
C  1.671  0.126  -1.616
Cl  0.336  0.769  -0.631
Cl  3.078  1.203  -1.482
Cl  2.108  -1.496  -1.034
Cl  1.159  0.029  -3.314
C  -8.032  -4.760  -2.343
Cl  -7.501  -5.718  -3.742
Cl  -7.659  -3.045  -2.625
Cl  -9.784  -4.957  -2.127
Cl  -7.191  -5.317  -0.876
C  7.792  6.408  -0.762
Cl  6.335  5.406  -0.582
Cl  8.328  6.378  -2.455
Cl  7.422  8.079  -0.286
Cl  9.082  5.767  0.279
C  6.837  -0.255  -2.477
Cl  5.378  -1.253  -2.283
Cl  7.354  -0.268  -4.182
Cl  6.479  1.416  -1.984
Cl  8.140  -0.906  -1.460
C  -3.240  -6.090  -3.256
Cl  -4.631  -5.512  -2.313
Cl  -1.865  -4.986  -3.024
Cl  -2.790  -7.719  -2.707
Cl  -3.673  -6.142  -4.978
C  -1.649  0.501  -6.611
Cl  -1.470  0.978  -8.312
Cl  -0.155  -0.285  -6.055
Cl  -1.962  1.943  -5.621
Cl  -3.008  -0.633  -6.453
C  -5.914  0.327  5.959
Cl  -5.462  0.237  7.673
Cl  -6.580  -1.236  5.438
Cl  -7.135  1.597  5.733
Cl  -4.475  0.709  4.985
C  -3.158  -8.338  7.650
Cl  -2.845  -6.882  8.621
Cl  -3.096  -9.771  8.697
Cl  -4.766  -8.217  6.905
Cl  -1.924  -8.478  6.379
C  6.562  -4.900  -4.650
Cl  6.777  -3.169  -4.312
Cl  8.039  -5.779  -4.200
Cl  5.191  -5.522  -3.705
Cl  6.240  -5.130  -6.382
C  2.600  7.102  -3.630
Cl  1.143  6.095  -3.454
Cl  3.095  7.141  -5.336
Cl  2.248  8.755  -3.080
Cl  3.914  6.416  -2.657
C  12.529  6.874  -3.665
Cl  11.411  6.403  -2.367
Cl  13.679  5.553  -3.966
Cl  11.607  7.206  -5.148
Cl  13.418  8.334  -3.182
C  2.923  10.995  0.071
Cl  3.668  11.244  1.665
Cl  1.158  10.891  0.251
Cl  3.331  12.358  -0.993
Cl  3.534  9.486  -0.641
C  -0.613  6.439  -7.596
Cl  -0.102  6.304  -5.898
Cl  -1.319  4.897  -8.127
Cl  -1.825  7.730  -7.749
Cl  0.795  6.826  -8.608

***

No. 3
Entry from OMol25: a structure of composition C29H17BF5N8OS4SeTl at a distorted geometry (ωB97M-V/def2-TZVPD).

Net charge: -1
HOMO-LUMO gap (spin up / spin down) (eV): 4.4 / 3.9
LUMO (spin up / spin down) (eV): -0.6 / -1.1
Spin multiplicity: 2

Geometry (Å):
Tl  -1.380  0.282  -1.575
C  -3.224  -3.430  3.692
C  -2.382  -2.861  4.675
N  -1.253  -2.334  4.096
N  -1.375  -2.544  2.726
C  -2.496  -3.287  2.492
B  -0.029  -2.845  2.069
N  0.852  -1.643  2.073
C  1.532  -1.151  3.182
C  1.906  0.185  2.928
C  1.376  0.471  1.627
N  0.867  -0.652  1.099
N  -0.007  -3.286  0.580
C  1.102  -3.863  -0.013
C  1.028  -3.707  -1.378
C  -0.219  -3.024  -1.606
N  -0.743  -2.683  -0.418
N  0.487  -4.109  2.879
C  1.836  -4.336  3.106
C  1.941  -5.231  4.209
C  0.616  -5.514  4.571
N  -0.236  -4.819  3.786
H  -4.304  -3.570  3.777
H  -2.387  -2.851  5.728
H  -2.672  -3.568  1.433
H  1.603  -1.794  4.064
H  2.597  0.747  3.545
H  1.424  1.389  1.091
H  1.863  -4.396  0.600
H  1.724  -4.150  -2.111
H  -0.702  -2.821  -2.558
H  2.687  -3.850  2.553
H  2.825  -5.547  4.713
H  0.203  -6.162  5.381
O  -5.856  2.749  -6.418
C  -5.322  1.998  -5.606
S  -4.236  0.627  -6.056
C  -3.437  0.495  -4.537
C  -4.286  0.764  -3.337
S  -4.331  -0.017  -1.941
S  -5.415  2.055  -3.807
S  -1.791  0.262  -4.498
C  -1.213  2.205  -0.640
C  -1.219  3.027  0.280
C  -1.100  3.751  1.535
C  -1.953  3.505  2.560
C  -1.713  4.110  3.831
C  -0.735  5.081  3.954
C  0.041  5.456  2.858
C  -0.160  4.818  1.643
H  -2.805  2.806  2.453
H  -2.239  3.864  4.754
H  -0.622  5.535  4.927
H  0.832  6.178  2.959
H  0.407  5.020  0.715
F  3.591  4.792  -7.529
C  3.511  3.787  -6.634
C  3.419  2.481  -7.169
F  3.517  2.241  -8.494
C  3.298  1.488  -6.191
F  3.058  0.174  -6.548
C  3.413  1.689  -4.793
Se  3.380  0.274  -3.640
C  3.556  3.029  -4.378
F  3.790  3.314  -3.082
C  3.664  4.058  -5.288
F  3.894  5.334  -4.897

***

No. 4
Entry from OMol25: a structure of composition C29H18Cl3N2OPRuS7 (ωB97M-V/def2-TZVPD).

Net charge: -1
HOMO-LUMO gap (spin up / spin down) (eV): 6.5 / 5.7
LUMO (spin up / spin down) (eV): 2.1 / 1.2
Spin multiplicity: 2

Geometry (Å):
Ru  1.528  -0.451  0.779
Cl  -0.797  3.928  1.739
C  -1.457  2.323  1.789
C  -2.767  2.148  2.252
C  -3.303  0.899  2.379
Cl  -4.937  0.724  2.962
C  -2.539  -0.251  2.075
C  -2.977  -1.585  2.226
C  -2.130  -2.610  1.920
C  -0.834  -2.325  1.462
N  -0.396  -1.097  1.322
C  -1.228  -0.052  1.600
C  -0.661  1.253  1.396
O  0.531  1.373  0.909
H  -3.351  3.019  2.516
H  -3.981  -1.776  2.577
H  -2.443  -3.641  2.005
H  -0.150  -3.119  1.191
S  8.321  -3.014  0.363
C  6.774  -2.440  0.392
S  5.394  -3.419  0.726
C  4.191  -2.152  0.666
C  4.646  -0.901  0.401
S  3.630  0.483  0.297
S  6.372  -0.773  0.162
S  2.513  -2.478  0.911
S  -1.917  -2.201  -1.532
P  -0.748  -0.750  -2.161
S  1.224  -0.651  -1.609
C  -1.541  0.878  -1.898
C  -0.798  2.045  -1.771
C  -1.444  3.268  -1.658
C  -2.829  3.331  -1.666
C  -3.575  2.165  -1.785
C  -2.934  0.942  -1.900
C  -0.587  -0.781  -3.986
C  -1.146  -1.812  -4.727
C  -1.021  -1.824  -6.111
C  -0.340  -0.804  -6.757
C  0.220  0.231  -6.018
C  0.099  0.242  -4.638
H  0.281  1.989  -1.731
H  -0.859  4.170  -1.535
H  -3.329  4.286  -1.562
H  -4.657  2.208  -1.779
H  -3.504  0.024  -1.968
H  -1.679  -2.598  -4.207
H  -1.458  -2.633  -6.683
H  -0.243  -0.814  -7.836
H  0.756  1.028  -6.518
H  0.545  1.042  -4.061
Cl  1.673  -2.003  6.308
C  1.830  -0.715  5.159
C  2.077  0.579  5.579
C  2.188  1.561  4.610
C  2.053  1.218  3.277
N  1.813  -0.037  2.889
C  1.707  -0.993  3.811
H  2.178  0.804  6.632
H  2.378  2.591  4.878
H  2.110  1.951  2.485
H  1.529  -1.999  3.454